No. 1
ORCA calculation (ωB97M-V/def2-TZVPD) on a 2-piece molecular cluster, C2H8S3 overall.

Last columns: bonded neighbours and bond lengths (Å).
Element x y z (Å)
1 C 1.1463 2.3876 -1.3810  S2 1.848, H3 1.109, H4 1.129, H5 1.114
2 S 2.1821 0.9544 -0.8435  C1 1.848, H6 1.327
3 H 1.8248 3.2643 -1.3463  C1 1.109
4 H 0.3341 2.3620 -0.5977  C1 1.129
5 H 0.7427 2.2820 -2.4144  C1 1.114
6 H 1.5801 0.3698 0.1851  S2 1.327
7 C -0.5230 -2.3835 1.2277  S8 1.766, H10 1.135, H11 1.142, H12 1.120
8 S -0.6533 -0.6256 1.3400  C7 1.766, S9 2.137
9 S -1.9037 -0.2980 -0.3618  S8 2.137, H13 1.362
10 H 0.3548 -2.6300 0.5524  C7 1.135
11 H -0.2120 -2.6481 2.2946  C7 1.142
12 H -1.5259 -2.8813 1.2342  C7 1.120
13 H -0.8406 -0.6359 -1.1429  S9 1.362

Computed properties:
HOMO energy: -8.926 eV
E_LUMO: 0.28 eV
ΔE to the lowest compared entry with this formula, charge and spin: 19.30 kcal per mole
SMILES: CSS.CS
M: 128.3 g/mol
Net charge: 0

=====

No. 2
ORCA calculation (ωB97M-V/def2-TZVPD) on a 2-piece molecular cluster, C2H8S3 overall.

Last columns: bonded neighbours and bond lengths (Å).
Element x y z (Å)
1 C 3.2019 -1.0680 1.3331  S2 1.829, H3 1.095, H4 1.089, H5 1.117
2 S 2.4858 -2.0503 -0.0342  C1 1.829, H6 1.340
3 H 2.7344 -0.0809 1.2605  C1 1.095
4 H 2.8600 -1.5031 2.2705  C1 1.089
5 H 4.3088 -0.9452 1.2492  C1 1.117
6 H 3.4315 -2.9958 -0.1175  S2 1.340
7 C -0.5334 -0.0394 0.4802  S8 1.836, H10 1.119, H11 1.088, H12 1.097
8 S -1.6092 1.4483 0.4585  C7 1.836, S9 2.054
9 S -2.5590 1.3001 -1.3571  S8 2.054, H13 1.332
10 H -0.9889 -0.9281 -0.0255  C7 1.119
11 H -0.2280 -0.2471 1.5034  C7 1.088
12 H 0.3768 0.3491 0.0060  C7 1.097
13 H -1.5876 1.8263 -2.1019  S9 1.332

Computed properties:
HOMO energy: -9.047 eV
E_LUMO: 0.59 eV
ΔE to the lowest compared entry with this formula, charge and spin: 7.56 kcal per mole
SMILES: CSS.CS
M: 128.3 g/mol
Net charge: 0

=====

No. 3
ORCA calculation (ωB97M-V/def2-TZVPD) on a 2-piece molecular cluster, C2H8S4 overall.

Last columns: bonded neighbours and bond lengths (Å).
Element x y z (Å)
1 C 2.3776 1.3764 0.3196  S2 1.807, H4 1.092, H5 1.081, H6 1.095
2 S 1.8109 3.0419 0.7345  C1 1.807, S3 2.062
3 S -0.2365 3.0447 0.9824  S2 2.062, H7 1.345
4 H 2.7341 1.2625 -0.7061  C1 1.092
5 H 3.1925 1.1809 1.0029  C1 1.081
6 H 1.6243 0.6080 0.5216  C1 1.095
7 H -0.4102 2.0357 1.8541  S3 1.345
8 C -1.4063 -2.3246 -1.4586  S9 1.813, H11 1.091, H12 1.085, H13 1.081
9 S -0.4968 -1.3608 -0.2211  C8 1.813, S10 2.042
10 S -1.9276 -1.2091 1.2283  S9 2.042, H14 1.342
11 H -0.7543 -2.4625 -2.3228  C8 1.091
12 H -1.6171 -3.2885 -1.0071  C8 1.085
13 H -2.3027 -1.7809 -1.7238  C8 1.081
14 H -2.5879 -0.1238 0.7962  S10 1.342

Computed properties:
HOMO energy: -8.436 eV
E_LUMO: 0.39 eV
ΔE to the lowest compared entry with this formula, charge and spin: 6.52 kcal per mole
SMILES: CSS.CSS
M: 160.4 g/mol
Net charge: 0

=====

no.,DFT total energy (Ha)
1,-1275.51609
2,-1275.53480
3,-1673.72796